Here is a structure of composition C36H57N4O6S2Sr from the OMol25 dataset. Energies are from ωB97M-V with the def2-TZVPD basis set.

Last column: Löwdin charge in e.
CARTESIAN COORDINATES (ANGSTROEM)
1 Sr -1.1743 -0.8252 0.7891  1.5664
2 C 3.5177 -3.1457 0.6620  -0.0322
3 C 2.4158 -2.0954 0.4781  -0.3475
4 C 3.0631 -0.6917 0.4502  -0.0714
5 C 2.5675 0.3780 -0.5533  -0.4344
6 C 1.8557 -0.2022 -1.7668  -0.0434
7 C 3.7894 1.1516 -1.0539  -0.0383
8 N 1.5548 1.3335 0.1455  0.1249
9 C 2.0132 2.7390 0.3837  -0.1140
10 C 0.8983 3.6147 0.9352  -0.1629
11 N 0.1847 3.0636 2.0696  -0.1177
12 C -1.2167 3.5048 2.0664  -0.0952
13 C -2.2396 2.4290 1.6983  -0.6741
14 O -3.4086 2.7735 1.5510  0.0237
15 O -1.7763 1.2499 1.5236  -0.2945
16 C 0.7730 3.2431 3.4117  -0.3211
17 C 2.2914 3.1451 3.4668  -0.0435
18 C 0.0384 2.3198 4.3992  -0.0910
19 C 0.4938 0.8862 4.7543  -0.5362
20 C -0.7363 0.2283 5.3883  -0.0312
21 C 1.6214 0.9298 5.7988  -0.0311
22 N 0.9190 0.0907 3.5600  0.0271
23 C 0.9804 -1.3535 3.8514  -0.2076
24 C 1.8406 -2.0956 2.8537  -0.1637
25 N 1.3106 -2.2137 1.4716  -0.1258
26 C 0.6384 -3.5335 1.2797  -0.1090
27 C -0.8877 -3.5151 1.4887  -0.7254
28 O -1.5710 -4.2607 0.7835  -0.0158
29 O -1.3338 -2.6371 2.2977  -0.2123
30 H 4.1982 -3.1217 -0.1904  0.0901
31 H 3.1029 -4.1505 0.7255  0.0823
32 H 4.1094 -2.9638 1.5607  0.0866
33 H 1.9463 -2.2844 -0.4867  0.1125
34 H 4.1172 -0.8453 0.2158  0.1199
35 H 3.0707 -0.2516 1.4506  0.1101
36 H 2.5283 -0.8934 -2.2767  0.1153
37 H 1.5927 0.5959 -2.4654  0.1033
38 H 0.9494 -0.7451 -1.5106  0.0326
39 H 4.4232 0.4364 -1.5767  0.1030
40 H 4.3821 1.5817 -0.2475  0.0965
41 H 3.5309 1.9299 -1.7703  0.0907
42 H 0.6739 1.3443 -0.4065  0.1076
43 H 1.2748 0.9780 1.0739  0.1337
44 H 2.3374 3.1541 -0.5657  0.1269
45 H 2.8698 2.6861 1.0471  0.1057
46 H 0.1739 3.7499 0.1287  0.1230
47 H 1.3319 4.6111 1.1181  0.1395
48 H -1.3734 4.3434 1.3826  0.1323
49 H -1.5098 3.8919 3.0431  0.1304
50 H 0.5419 4.2700 3.7413  0.1456
51 H 2.6758 2.1638 3.1798  0.0623
52 H 2.6183 3.3359 4.4883  0.0912
53 H 2.7666 3.9007 2.8400  0.0788
54 H -0.9887 2.2320 4.0471  0.1010
55 H -0.0241 2.8491 5.3543  0.1302
56 H -1.1539 0.8950 6.1434  0.0970
57 H -0.4992 -0.7147 5.8776  0.0872
58 H -1.5029 0.0501 4.6313  0.0963
59 H 1.3203 1.5343 6.6553  0.0945
60 H 2.5392 1.3585 5.3938  0.0681
61 H 1.8555 -0.0651 6.1765  0.0765
62 H 1.8777 0.3785 3.3718  0.0699
63 H -0.0193 -1.7718 3.8490  0.0940
64 H 1.4264 -1.5513 4.8334  0.1165
65 H 2.0337 -3.0932 3.2607  0.1308
66 H 2.8157 -1.6047 2.8252  0.1095
67 H 1.0640 -4.2916 1.9461  0.1328
68 H 0.8026 -3.8728 0.2598  0.1099
69 O -0.9191 0.7731 -1.1930  -0.6570
70 S -2.0934 1.7385 -1.3876  1.0729
71 C -3.6492 0.9081 -0.9412  -0.2833
72 C -3.7685 -0.6155 -0.9843  -0.2105
73 C -3.1850 -1.3590 -2.1908  -0.2117
74 C -3.0399 -2.8630 -1.9241  -0.2805
75 S -1.3056 -3.3891 -1.9450  1.0650
76 O -0.5668 -2.2559 -1.2610  -0.6320
77 C -0.9864 -3.1631 -3.6936  -0.3671
78 C -0.0681 -2.2206 -4.1179  -0.0771
79 C 0.2242 -2.1155 -5.4722  -0.0719
80 C -0.4016 -2.9494 -6.3856  -0.0661
81 C -1.3133 -3.9036 -5.9478  -0.0596
82 C -1.5985 -4.0231 -4.5981  -0.0760
83 C -2.3009 1.8502 -3.1599  -0.3794
84 C -1.4979 1.1121 -4.0097  -0.0759
85 C -1.6709 1.2394 -5.3812  -0.0542
86 C -2.6262 2.1097 -5.8844  -0.0609
87 C -3.4092 2.8656 -5.0200  -0.0595
88 C -3.2443 2.7451 -3.6499  -0.0804
89 H -4.3678 1.3613 -1.6267  0.1020
90 H -3.8585 1.2941 0.0602  0.0680
91 H -4.8414 -0.8153 -0.9170  0.1381
92 H -3.4110 -1.0891 -0.0605  0.0706
93 H -2.2056 -0.9468 -2.4315  0.0654
94 H -3.8142 -1.1933 -3.0663  0.1339
95 H -3.5593 -3.4886 -2.6494  0.0963
96 H -3.3789 -3.1658 -0.9294  0.0950
97 H 0.4151 -1.5894 -3.3859  0.0749
98 H 0.9509 -1.3874 -5.8106  0.1109
99 H -0.1703 -2.8703 -7.4394  0.1108
100 H -1.7907 -4.5651 -6.6579  0.1135
101 H -2.2855 -4.7887 -4.2559  0.1169
102 H -0.7598 0.4399 -3.5959  0.0830
103 H -1.0609 0.6519 -6.0546  0.1029
104 H -2.7580 2.2073 -6.9536  0.1119
105 H -4.1442 3.5545 -5.4135  0.1140
106 H -3.8412 3.3459 -2.9728  0.1204

The calculation puts the molar mass at 793.6 g mol⁻¹. The gap between HOMO and LUMO is 8.88 eV. As for the charge: +1. The LUMO energy comes out at -0.073 Ha.